1.
ORCA calculation (ωB97M-V with the def2-TZVPD basis set) on an isolated molecule of C5H10O.

```
16
C5H10O | the Open Molecules 2025 dataset | ωB97M-V with the def2-TZVPD basis set
C 2.02478 -0.12120 -0.25973
C 0.76705 -0.58187 0.49224
C -0.52939 -0.21297 -0.25332
C -1.87446 -0.30667 0.53632
C -0.53881 1.23167 -0.69226
O 0.01921 2.12705 -0.10362
H 2.03319 0.96651 -0.36142
H 2.93625 -0.40959 0.27319
H 2.08386 -0.55122 -1.26716
H 0.80406 -1.67133 0.63321
H 0.76746 -0.13148 1.49051
H -0.60264 -0.84971 -1.14543
H -1.72550 -0.61781 1.57353
H -2.37127 0.67290 0.57614
H -2.58341 -0.98932 0.06113
H -1.21038 1.44503 -1.55333
```

Summary:
SMILES string	CC[C@@H](C)C=O
gap between HOMO and LUMO	10.727	eV
highest occupied orbital energy	-9.66	eV
ΔE to the lowest compared entry with this formula, charge and spin	56.7	kJ/mol



2.
ORCA calculation (ωB97M-V with the def2-TZVPD basis set) on a cluster of 5 separate species, C3H17N2O6 in total.

```
28
C3H17N2O6 | the Open Molecules 2025 dataset | ωB97M-V with the def2-TZVPD basis set
N -0.29029 0.13113 1.39274
C -0.64851 0.05323 -0.14034
C -1.49119 1.16732 -0.60043
O -1.65484 2.16284 0.41091
C -1.37503 -1.38350 -0.32675
N -1.58684 -1.87736 -1.57613
O -1.66371 -1.94616 0.72612
H 0.69396 -0.00326 1.48700
H -0.48525 1.16091 1.70327
H -0.82294 -0.49663 1.82431
H 0.22343 0.20332 -0.69783
H -0.96018 1.59049 -1.60137
H -2.49641 0.88917 -0.96528
H -2.58668 2.51362 0.22475
H -2.15743 -2.75555 -1.85465
H -1.29720 -1.44455 -2.42711
H 1.53912 2.90579 1.73343
H 1.59801 2.47369 0.36424
O 0.90822 2.60627 1.17658
H 0.44172 -0.42024 -3.25151
H 1.67452 -1.38525 -2.74682
O 0.72680 -0.98373 -2.46052
H 3.40301 0.03578 0.03744
H 3.12162 0.00599 -1.43807
O 2.69347 -0.27729 -0.58771
H 0.84183 -2.30596 2.94429
H 0.87346 -1.19717 3.78323
O 0.77733 -1.42288 2.86621
```

Summary:
charge	+1
gap between HOMO and LUMO	10.392	eV
highest occupied orbital energy	-13.32	eV
ΔE to the lowest compared entry with this formula, charge and spin	278.9	kJ/mol



3.
ORCA calculation (ωB97M-V with the def2-TZVPD basis set) on the ion C4H6NO3 with charge -1.

```
14
C4H6NO3 | the Open Molecules 2025 dataset | ωB97M-V with the def2-TZVPD basis set
C -1.30623 0.32230 0.13728
N -0.09358 -1.18386 1.54349
C -1.67209 -0.76932 -0.84497
C 0.07482 0.00960 0.93761
C 1.40112 0.03474 -0.18817
O 2.29112 0.82818 0.11067
O 1.30903 -0.67624 -1.17225
O -1.54723 1.53653 -0.37563
H -1.98630 0.25919 0.98995
H -2.73292 -0.65610 -1.08860
H -1.08779 -0.67966 -1.76165
H -1.35821 -1.70223 -0.36704
H 0.37706 0.96923 1.43968
H 0.18986 -1.13609 2.52846
```

Summary:
charge	-1
gap between HOMO and LUMO	6.101	eV
highest occupied orbital energy	-4.23	eV
ΔE to the lowest compared entry with this formula, charge and spin	524.0	kJ/mol



4.
ORCA calculation (ωB97M-V with the def2-TZVPD basis set) on a structure of composition C19H22AsCl2CoN4OS4.

```
54
C19H22AsCl2CoN4OS4 | the Open Molecules 2025 dataset | ωB97M-V with the def2-TZVPD basis set
Co -0.65998 -0.31957 -0.16753
O -0.16973 -0.49862 1.93119
C -0.41211 0.51206 2.90719
C -0.62053 1.83170 2.19559
C 0.64934 2.19701 1.38932
C 0.30838 2.62023 -0.00552
C 0.22963 3.95265 -0.39503
C -0.16822 4.26350 -1.68313
C -0.48019 3.22928 -2.54850
C -0.39083 1.92911 -2.08125
N -0.00094 1.62849 -0.84430
H -0.68392 -1.32690 2.13360
H 0.46382 0.57163 3.56591
H -1.27768 0.24258 3.51677
H -0.86844 2.61990 2.91227
H -1.47432 1.70647 1.52233
H 1.27935 1.31162 1.28999
H 1.24130 2.96280 1.89651
H 0.46896 4.73159 0.31829
H -0.24581 5.29605 -2.00262
H -0.81540 3.41889 -3.55884
H -0.67051 1.08708 -2.70448
S 2.07420 -4.48035 1.58570
As 0.17542 -3.81551 0.76459
S -1.37235 -3.32246 2.13284
S 0.58081 -2.26454 -0.71967
S 0.06843 -5.76946 -0.14262
C 5.04653 -2.25170 1.20653
C 4.55611 -1.00230 0.55433
C 5.21306 0.09597 0.03190
C 4.18927 0.92239 -0.48875
N 3.00317 0.37062 -0.29518
N 3.24742 -0.77788 0.35198
C 4.30269 2.25706 -1.15628
H 6.13636 -2.25769 1.23521
H 4.69699 -3.13377 0.66818
H 4.66970 -2.33743 2.22656
H 6.27854 0.26732 0.01888
H 2.47094 -1.44284 0.42227
H 5.29460 2.39374 -1.59015
H 4.12917 3.07259 -0.44928
H 3.55730 2.34438 -1.94770
Cl -2.43720 -1.10808 -3.04631
C -3.69030 -0.08263 -2.37379
C -4.82722 0.13246 -3.11466
C -5.84925 0.96223 -2.64428
C -5.66278 1.57908 -1.40536
C -4.52401 1.35978 -0.66880
Cl -4.34906 2.21344 0.85678
C -3.42697 0.48087 -1.05145
N -2.37610 0.28308 -0.34128
H -4.91494 -0.35483 -4.07969
H -6.74910 1.12686 -3.22268
H -6.41679 2.24806 -1.00437
```

Summary:
charge	-2
gap between HOMO and LUMO (spin up / spin down)	5.010 / 4.689	eV
spin multiplicity	5
highest occupied orbital energy (spin up / spin down)	-0.71 / -0.64	eV



5.
ORCA calculation (ωB97M-V with the def2-TZVPD basis set) on a structure of composition C41H31IN2O4PSTi.

```
82
C41H31IN2O4PSTi | the Open Molecules 2025 dataset | ωB97M-V with the def2-TZVPD basis set
Ti -0.41091 -0.48169 1.45242
O 1.35113 1.30804 5.34362
C 0.74498 0.61666 4.40802
O -0.33017 0.88723 3.91053
C 1.45241 -0.64987 4.04004
C 2.35882 -1.30247 4.85742
C 2.65821 -2.63667 4.58672
C 1.98935 -3.29511 3.56243
C 1.10772 -2.55401 2.79266
N 0.90804 -1.25408 2.97427
C 0.14149 -3.12011 1.78822
O 0.25050 -4.10501 1.14287
O -0.93536 -2.24283 1.71656
H 0.79442 2.04932 5.63680
H 2.76796 -0.79996 5.72252
H 3.35175 -3.17336 5.21979
H 2.11483 -4.35217 3.37444
I 3.43400 -2.22338 0.30827
C 2.81700 -3.70947 -0.99658
C 3.60903 -4.82837 -1.02122
C 3.36673 -5.86246 -1.93745
C 2.35376 -5.71640 -2.83672
C 1.53173 -4.56494 -2.82904
C 0.53288 -4.45950 -3.82441
C -0.27894 -3.36685 -3.88735
C -0.16233 -2.38168 -2.90010
C 0.78191 -2.43838 -1.88704
P 0.69095 -1.00161 -0.75584
C -1.09668 -0.57265 -0.86762
C -2.05313 -1.61313 -0.75582
C -3.37909 -1.39279 -1.08269
C -3.76986 -0.15656 -1.57652
C -2.84570 0.87678 -1.71878
C -1.53044 0.68485 -1.35176
C 1.65284 0.38618 -1.38748
C 1.50118 0.74135 -2.72908
C 2.23027 1.80040 -3.25007
C 3.11707 2.49867 -2.44263
C 3.28536 2.13573 -1.11238
C 2.56145 1.07890 -0.58916
C 1.71709 -3.52927 -1.86524
H 4.44539 -4.91414 -0.34128
H 3.99807 -6.73888 -1.93867
H 2.16230 -6.47582 -3.58239
H 0.44034 -5.26082 -4.54568
H -1.02446 -3.25821 -4.66177
H -0.85003 -1.55157 -2.97170
H -1.74434 -2.60168 -0.44441
H -4.09559 -2.19790 -0.99384
H -4.79953 0.00195 -1.86912
H -3.16166 1.82322 -2.13466
H -0.81023 1.48501 -1.46142
H 0.83150 0.19167 -3.37867
H 2.11630 2.06424 -4.29224
H 3.69626 3.31178 -2.85812
H 4.00430 2.65723 -0.49511
H 2.74787 0.76471 0.43507
N 0.01573 1.43472 1.21806
S -0.75007 2.83811 1.69971
C -0.62923 3.94378 0.32393
C -1.56353 4.04445 -0.70081
C -1.33196 4.95265 -1.71958
C -0.18275 5.73608 -1.71330
C 0.73998 5.63160 -0.68347
C 0.51392 4.74037 0.35489
C -2.45710 2.37473 1.79250
C -3.37659 3.41609 1.87652
C -4.72820 3.12680 1.99975
C -5.16783 1.81292 2.04820
C -4.24943 0.77041 1.99709
C -2.90018 1.06383 1.87865
H 0.97908 1.70435 1.01428
H -2.46440 3.44718 -0.68977
H -2.05534 5.06408 -2.51529
H -0.01996 6.45059 -2.50891
H 1.61590 6.26457 -0.66986
H 1.20483 4.68907 1.18783
H -3.05361 4.44838 1.83987
H -5.43770 3.93999 2.06397
H -6.22258 1.59875 2.14979
H -4.57419 -0.25763 2.07718
H -2.24356 0.18401 1.98008
```

Summary:
charge	+3
gap between HOMO and LUMO	5.456	eV
highest occupied orbital energy	-15.33	eV
ΔE to the lowest compared entry with this formula, charge and spin	221.4	kJ/mol



6.
ORCA calculation (ωB97M-V with the def2-TZVPD basis set) on the ion C4H7N2 with charge +1.

```
13
C4H7N2 | the Open Molecules 2025 dataset | ωB97M-V with the def2-TZVPD basis set
C 2.48577 -0.81684 -0.01973
N 1.69484 0.10271 0.27532
C 1.00622 1.19402 0.05131
C -0.42275 1.24335 0.14161
N -1.15065 0.02093 0.17528
C -2.42232 -0.43824 0.01734
H 2.84070 -1.00031 -1.09284
H 2.68867 -1.25650 0.87430
H 1.51706 2.12294 -0.05286
H -1.05689 2.10512 -0.12742
H -0.52470 -0.82751 0.39398
H -2.68375 -1.44043 0.19611
H -3.25314 0.17501 -0.16033
```

Summary:
charge	+1
SMILES string	C=N/C=C\[NH+]=C
gap between HOMO and LUMO (spin up / spin down)	7.593 / 7.594	eV
highest occupied orbital energy (spin up / spin down)	-12.73 / -12.72	eV
ΔE to the lowest compared entry with this formula, charge and spin	405.0	kJ/mol